DFT (ωB97M-V/def2-TZVPD) results for a structure of composition C50H57KN4O5S in a non-equilibrium geometry.

Each line ends with the Löwdin charge.
CARTESIAN COORDINATES (ANGSTROEM)
K1 0.64839 -0.05286 -1.21848  0.73
C1 4.08223 -1.29315 4.06973  -0.07
C2 3.48932 -1.35971 2.66748  -0.36
C3 4.52393 -1.80834 1.62780  -0.08
C4 2.19304 -2.22540 2.62835  -0.11
C5 2.34309 -3.60702 2.82383  -0.07
C6 1.29184 -4.47868 2.64411  -0.12
C7 0.00637 -3.97586 2.37421  -0.07
C8 -0.22315 -2.61221 2.23233  -0.15
C9 -1.67044 -2.21426 1.84343  -0.33
C10 -2.25757 -0.86070 2.40694  -0.05
C11 -1.93278 -2.46804 0.33490  -0.05
C12 0.88876 -1.73356 2.28050  -0.17
N1 0.75808 -0.47179 1.62796  0.07
C13 0.77703 0.67854 2.31242  -0.23
C14 0.75002 2.00127 1.63762  -0.26
N2 1.02309 2.09683 0.37982  0.01
C15 1.39370 3.34236 -0.19921  -0.19
C16 0.44484 4.15280 -0.81041  -0.15
C17 0.85918 5.23769 -1.64447  -0.08
C18 2.18147 5.56987 -1.69377  -0.12
C19 3.11629 4.71713 -1.05321  -0.08
C20 2.77035 3.53477 -0.43870  -0.14
C21 4.00422 2.68465 -0.09751  -0.29
C22 4.89282 3.49665 0.86831  -0.09
C23 3.98492 1.17591 0.42229  -0.04
C24 -1.04272 3.83814 -0.63999  -0.35
C25 -1.96610 5.01603 -0.96261  -0.11
C26 -1.47961 2.61212 -1.45323  -0.08
C27 0.79479 2.96932 2.68623  -0.10
C28 0.71339 4.40357 2.74786  -0.06
C29 0.68498 5.00610 3.98655  -0.16
C30 0.65556 4.32743 5.18586  -0.10
C31 0.91594 2.93752 5.19250  -0.20
C32 1.00672 2.09783 6.29990  -0.11
C33 1.00245 0.74204 6.16818  -0.13
C34 0.93284 0.10314 4.87924  -0.06
C35 0.84732 0.89273 3.75189  -0.12
C36 0.83533 2.28785 3.92569  -0.09
H1 4.92591 -0.56419 4.21186  0.09
H2 4.44161 -2.27419 4.45968  0.08
H3 3.28928 -1.02443 4.71525  0.03
H4 3.20395 -0.32664 2.40541  0.10
H5 4.82554 -2.80871 1.92457  0.06
H6 5.39030 -1.15157 1.64715  0.06
H7 4.12360 -1.80760 0.60389  0.05
H8 3.37468 -3.97594 2.96187  0.10
H9 1.42180 -5.52523 2.84725  0.07
H10 -0.75734 -4.73905 2.25187  0.10
H11 -2.23250 -3.00006 2.39738  0.11
H12 -1.86814 -0.01037 1.84985  0.06
H13 -2.07636 -0.79162 3.45441  0.06
H14 -3.33053 -0.93540 2.27128  0.06
H15 -2.34904 -1.59509 -0.17945  0.05
H16 -2.60543 -3.28532 0.21668  0.05
H17 -0.97488 -2.75287 -0.07435  0.06
H18 0.10608 5.75571 -2.28321  0.10
H19 2.51248 6.50571 -2.17197  0.09
H20 4.18569 5.00986 -1.16221  0.11
H21 4.54115 2.73036 -1.09113  0.13
H22 4.26427 4.18612 1.40320  0.08
H23 5.70899 4.00265 0.37657  0.05
H24 5.41892 2.81541 1.55410  0.06
H25 4.07774 0.51048 -0.43630  0.06
H26 3.14157 0.83930 1.02889  0.05
H27 4.90674 1.01608 1.03807  0.06
H28 -1.21263 3.60078 0.46319  0.15
H29 -2.32451 5.08295 -2.03970  0.09
H30 -1.61691 6.03372 -0.78025  0.06
H31 -2.77840 4.89483 -0.26243  0.06
H32 -1.03296 2.60979 -2.44072  0.09
H33 -2.57399 2.67786 -1.52605  0.06
H34 -1.38477 1.69980 -0.88922  0.03
H35 0.83779 4.96005 1.83901  0.08
H36 0.49141 6.06037 4.05270  0.07
H37 0.59656 4.82081 6.12033  0.06
H38 1.05351 2.47313 7.32997  0.09
H39 1.12411 0.11650 7.07164  0.08
H40 1.01486 -0.98453 4.87657  0.09
O1 1.00917 -1.62750 -5.05935  0.00
C37 0.04210 -1.56344 -4.41066  0.06
O2 2.91183 -1.92280 -1.08828  -0.08
C38 2.09998 -2.70215 -1.70783  -0.59
O3 0.89331 -2.46101 -2.05395  -0.25
C39 2.57170 -3.99913 -2.33861  -0.12
C40 3.89512 -4.42901 -2.47312  -0.02
C41 4.21932 -5.52324 -3.30297  -0.03
C42 3.19148 -6.22464 -3.84376  -0.23
O4 3.21891 -7.33812 -4.65279  -0.01
C43 1.84016 -7.58971 -5.03721  -0.13
O5 0.98459 -6.65146 -4.35567  0.02
C44 1.83575 -5.80146 -3.71871  -0.20
C45 1.51070 -4.70307 -2.93960  0.06
H41 4.76437 -3.88707 -2.01821  0.13
H42 5.24339 -5.60397 -3.64068  0.11
H43 1.61382 -8.63471 -4.76899  0.13
H44 1.87559 -7.51295 -6.13215  0.13
H45 0.48539 -4.41611 -2.72522  0.13
C46 -7.19012 0.97106 -0.77859  -0.10
N3 -7.18975 0.79896 -2.21163  -0.22
C47 -8.33966 1.45312 -2.81613  -0.08
C48 -6.12004 0.22583 -2.84043  -0.78
S1 -4.68925 -0.21003 -2.03305  0.66
N4 -6.29205 -0.16187 -4.15350  -0.25
C49 -5.16342 -0.19843 -5.05272  -0.10
C50 -7.44339 -1.03659 -4.35686  -0.09
H46 -8.23126 0.94247 -0.45515  0.08
H47 -6.72030 1.88700 -0.52123  0.08
H48 -6.77386 0.10837 -0.25262  0.07
H49 -8.29271 2.59190 -2.80915  0.11
H50 -9.26196 1.18437 -2.25162  0.09
H51 -8.49078 1.11714 -3.88509  0.08
H52 -4.51749 0.59938 -4.80403  0.06
H53 -5.53730 -0.19205 -6.09367  0.09
H54 -4.68993 -1.19528 -5.00167  0.09
H55 -8.05986 -1.15794 -3.45771  0.09
H56 -7.11378 -2.03601 -4.67937  0.09
H57 -8.18980 -0.71003 -5.10805  0.08

Results
* E_HOMO (spin up / spin down): 0.97 / 1.17 eV
* spin multiplicity: 1
* charge: -2


DFT (ωB97M-V/def2-TZVPD) results for a structure of composition C50H57N6NiO2Se in a non-equilibrium geometry.

Each line ends with the Löwdin charge.
CARTESIAN COORDINATES (ANGSTROEM)
Ni1 0.09651 0.42726 1.08607  0.37
C1 3.11996 -0.69094 -0.87091  -0.04
C2 3.74569 0.42049 -0.07164  -0.20
C3 4.89678 1.05582 -0.52445  -0.03
C4 5.47460 2.09344 0.18880  -0.06
C5 4.88891 2.52705 1.36574  -0.04
C6 3.74300 1.91608 1.86007  -0.20
C7 3.09163 2.43107 3.12397  -0.02
C8 3.19827 0.84449 1.14293  -0.18
N1 2.02295 0.23093 1.71874  0.11
C9 2.14477 -0.55648 2.71042  -0.23
C10 3.43867 -1.10893 3.20828  0.02
C11 0.87183 -0.87408 3.44771  -0.23
C12 0.94693 -1.42740 4.83459  0.03
N2 -0.20469 -0.56781 2.85150  0.07
C13 -1.47809 -0.66929 3.52600  -0.19
C14 -2.14832 -1.89115 3.62278  -0.20
C15 -1.59589 -3.19691 3.09903  -0.06
C16 -3.38249 -1.90146 4.26659  -0.03
C17 -3.92154 -0.74870 4.80910  -0.05
C18 -3.21703 0.44028 4.73528  -0.04
C19 -1.98400 0.49874 4.10465  -0.22
C20 -1.19016 1.78339 4.11765  -0.02
H1 3.66928 -0.85541 -1.79810  0.08
H2 2.09250 -0.44297 -1.12124  0.03
H3 3.09672 -1.62779 -0.31248  0.07
H4 5.33791 0.72435 -1.45767  0.12
H5 6.37382 2.57492 -0.17856  0.11
H6 5.32271 3.35405 1.91864  0.12
H7 3.44083 3.43874 3.34288  0.09
H8 3.33157 1.81062 3.99335  0.08
H9 2.00463 2.46364 3.03223  0.07
H10 4.22658 -0.98241 2.47131  0.10
H11 3.32223 -2.16758 3.44610  0.10
H12 3.74540 -0.60085 4.12799  0.10
H13 1.71483 -0.90934 5.41177  0.10
H14 1.21774 -2.48861 4.80552  0.11
H15 -0.01230 -1.33321 5.33483  0.10
H16 -0.55397 -3.12920 2.79938  0.03
H17 -2.16191 -3.52438 2.22563  0.08
H18 -1.68694 -3.97195 3.86433  0.09
H19 -3.91815 -2.84240 4.35112  0.12
H20 -4.88795 -0.77910 5.30059  0.11
H21 -3.63148 1.34711 5.16132  0.12
H22 -1.85176 2.63617 4.27230  0.09
H23 -0.64693 1.94822 3.18949  0.04
H24 -0.45437 1.78036 4.93126  0.09
O1 -3.70725 1.64198 1.75529  0.10
C21 -2.81303 2.09993 1.08952  -0.50
N3 -2.78066 3.34566 0.51767  0.15
C22 -1.57664 3.62767 -0.23765  -0.24
C23 -0.86623 2.27949 0.02252  -0.39
O2 0.28460 1.88259 -0.33774  -0.03
N4 -1.60196 1.45727 0.75430  0.14
C24 -0.81026 4.82922 0.33937  -0.13
C25 0.58264 4.86840 0.37301  -0.02
C26 1.24080 5.99340 0.86003  -0.07
C27 0.51831 7.08891 1.30784  -0.08
C28 -0.86905 7.05699 1.26495  -0.07
C29 -1.52725 5.93597 0.78348  -0.03
C30 -1.86410 3.92412 -1.73203  -0.12
C31 -0.91712 3.71593 -2.73254  -0.03
C32 -1.18846 4.08879 -4.04574  -0.08
C33 -2.40277 4.66992 -4.37632  -0.08
C34 -3.34255 4.89359 -3.38171  -0.07
C35 -3.07172 4.53014 -2.07106  -0.03
H25 -3.53901 3.98688 0.64613  0.14
H26 1.15901 4.02614 0.01140  0.10
H27 2.32530 6.00889 0.88194  0.11
H28 1.03159 7.96602 1.68448  0.11
H29 -1.44320 7.90970 1.60473  0.11
H30 -2.61273 5.93733 0.75511  0.11
H31 0.04745 3.29496 -2.48865  0.11
H32 -0.43822 3.92356 -4.81128  0.11
H33 -2.61243 4.95799 -5.40001  0.11
H34 -4.28740 5.36522 -3.62248  0.11
H35 -3.82063 4.72340 -1.31018  0.11
C36 2.05225 -7.18034 -0.48429  -0.10
C37 2.26366 -5.67590 -0.30354  -0.26
C38 1.45345 -4.82706 -1.28184  -0.19
C39 -0.04256 -4.86800 -0.98095  -0.16
N5 -0.78769 -3.88852 -1.77492  -0.01
C40 -0.92228 -2.57452 -1.48590  -0.61
Se1 -0.32032 -1.83111 0.09931  0.88
N6 -1.61039 -1.99759 -2.48396  -0.01
C41 -1.87947 -0.56658 -2.59725  -0.12
C42 -1.18088 0.06163 -3.79614  -0.17
C43 0.34601 0.15061 -3.67385  -0.23
C44 1.09280 -1.16704 -3.90941  -0.09
C45 -1.94872 -2.95757 -3.43605  -0.14
C46 -2.69614 -2.88943 -4.60310  0.00
C47 -2.85687 -4.06404 -5.31797  -0.07
C48 -2.29055 -5.26703 -4.88253  -0.07
C49 -1.56110 -5.33420 -3.70777  0.00
C50 -1.41372 -4.15666 -2.99128  -0.14
H36 2.67461 -7.74994 0.20735  0.07
H37 2.31586 -7.48620 -1.49991  0.08
H38 1.01346 -7.46881 -0.30179  0.07
H39 3.32215 -5.44329 -0.43537  0.11
H40 1.99638 -5.38679 0.72005  0.11
H41 1.62503 -5.17187 -2.30846  0.12
H42 1.77604 -3.78497 -1.22541  0.08
H43 -0.22030 -4.64847 0.06814  0.09
H44 -0.46459 -5.84717 -1.20137  0.12
H45 -1.52620 -0.10431 -1.67837  0.07
H46 -2.95900 -0.41994 -2.65197  0.14
H47 -1.59761 1.06171 -3.89491  0.10
H48 -1.43574 -0.48053 -4.71106  0.10
H49 0.60453 0.55477 -2.68705  0.08
H50 0.69697 0.87636 -4.41246  0.11
H51 0.94792 -1.88028 -3.09507  0.05
H52 2.16633 -0.98841 -3.99545  0.07
H53 0.76147 -1.64011 -4.83825  0.08
H54 -3.14460 -1.96467 -4.94434  0.12
H55 -3.43665 -4.05011 -6.23241  0.11
H56 -2.43376 -6.16525 -5.47077  0.11
H57 -1.12608 -6.26730 -3.36894  0.12

Results
* E_HOMO (spin up / spin down): -10.03 / -10.03 eV
* spin multiplicity: 1
* charge: +1